45
Properties=species:S:1:pos:R:3:forces:R:3 method="wB97M-V/def2-TZVPD" gap_ev="7.7 / 6.4" multiplicity=3 de_lowest_ev=1.209 homo_energy_ev="-7.56 / -8.07" s2=2.011 energy_ha=-2416.19097
Pt -0.3706 -0.4350 -0.8954 -0.0397 0.2082 0.5258
N -7.7530 0.1096 3.6184 -0.1167 0.0306 0.0772
C -6.6791 -0.3602 2.8819 0.0652 -0.0130 -0.0313
C -6.0734 -1.5753 3.2033 0.0343 0.0014 -0.0234
C -5.0309 -2.0642 2.4385 -0.0226 0.0085 0.0588
C -4.5858 -1.3539 1.3360 -0.0913 0.0040 0.0297
C -5.1815 -0.1445 1.0074 0.0450 0.0305 -0.0794
C -6.2156 0.3526 1.7724 -0.0165 0.0049 0.0185
S -3.2868 -2.0035 0.3452 -0.2041 -0.1255 0.0705
O -2.9204 -3.2753 0.9057 0.0111 0.0073 -0.1344
O -3.6996 -1.9288 -1.0333 -0.0356 -0.1255 0.1667
N -2.0731 -0.9355 0.4724 -0.0881 -0.0112 -0.0219
C -1.3799 -0.7903 1.6228 -0.0527 0.1095 -0.2604
N -1.8158 -1.1218 2.8336 0.0415 -0.0433 0.1597
C -0.9652 -0.9031 3.8253 0.1631 0.0529 0.0863
C 0.3053 -0.3611 3.6538 -0.1107 0.0007 -0.1216
C 0.6600 -0.0292 2.3571 0.0625 0.0661 0.0988
N -0.1759 -0.2295 1.3532 -0.0036 -0.0559 -0.0695
H -7.8428 -0.2516 4.5533 0.0028 0.0051 -0.0100
H -7.9440 1.0952 3.5529 0.0162 -0.0068 -0.0013
H -6.4227 -2.1395 4.0588 -0.0242 -0.0077 0.0296
H -4.5513 -2.9960 2.6962 0.0438 -0.0546 -0.0175
H -4.8337 0.4123 0.1479 0.0286 -0.0011 -0.0530
H -6.6791 1.2954 1.5100 -0.0160 0.0199 -0.0057
H -1.3105 -1.1742 4.8174 -0.0250 -0.0117 0.0034
H 0.9764 -0.2037 4.4816 0.0222 0.0042 0.0537
H 1.6203 0.4060 2.1079 0.0067 -0.0248 -0.0126
C 1.7867 1.8131 -2.7355 -0.0416 0.0005 -0.0085
C 2.3138 1.3515 -1.4224 -0.1622 -0.0746 0.1000
C 3.6964 1.7357 -0.9822 -0.0139 -0.0235 -0.0358
O 1.6362 0.6557 -0.6762 0.3909 0.1192 0.0007
H 2.3502 2.6506 -3.1377 -0.0121 0.0295 -0.0220
H 0.7277 2.0543 -2.6457 0.0133 -0.0008 -0.0164
H 1.8524 0.9732 -3.4343 0.0207 0.0010 -0.0329
H 4.3109 2.1014 -1.8003 0.0002 -0.0205 -0.0373
H 4.1680 0.8833 -0.4983 0.0265 0.0100 0.0410
H 3.5988 2.5330 -0.2424 0.0119 0.0305 0.0127
C -3.3731 -0.0363 -3.2154 0.0595 0.1282 -0.1468
O -2.3766 0.3199 -4.2041 0.1000 -0.0109 -0.1099
C -1.1728 -0.2051 -4.1434 -0.2970 -0.0521 0.3564
S -0.0416 0.0437 -5.2853 0.0500 0.0605 -0.0490
S -0.8069 -1.3303 -2.8076 0.2051 -0.3037 -0.6248
H -4.3200 0.2583 -3.6589 0.0213 0.0277 0.0498
H -3.1774 0.5180 -2.2983 -0.0349 -0.0719 0.0166
H -3.3597 -1.1021 -3.0085 -0.0340 0.0779 -0.0307

***

9
Properties=species:S:1:pos:R:3:forces:R:3 method="wB97M-V/def2-TZVPD" gap_ev=7.2 multiplicity=1 de_lowest_ev=0.942 homo_energy_ev=-9.26 smiles="O=C1NN=CC1=S" energy_ha=-698.40656
C 0.5244 -0.9484 0.0025 -0.7520 -0.0700 -0.0840
C 1.7429 -0.2143 -0.0055 1.0279 1.9652 0.0898
C 1.1763 1.3354 0.0062 1.2362 -1.6004 -0.0280
N -0.5250 -0.1916 0.0273 -0.0650 -0.8588 0.0186
N -0.1654 1.1061 0.0591 -0.3336 0.6419 -0.0258
O 1.7695 2.3724 -0.0222 -0.0688 -0.1124 0.0170
S 3.2964 -0.6804 0.0097 -1.0306 0.3629 -0.0395
H 0.4351 -2.0152 -0.0350 -0.1266 -0.2704 0.0378
H -0.8895 1.8069 0.0296 0.1126 -0.0582 0.0141

***

106
Properties=species:S:1:pos:R:3:forces:R:3 method="wB97M-V/def2-TZVPD" gap_ev=9.5 multiplicity=1 de_lowest_ev=4.208 homo_energy_ev=-9.27 smiles=COC[C@H](C)N.COC[C@H](C)N.CCO.CCO.CCO.CCO.CCO.CCO.CCO.CCO energy_ha=-1818.06086
C 5.2848 0.7275 -2.8210 -0.3205 0.0203 1.7632
C 6.5857 1.0477 -2.0776 1.6784 0.0280 -1.1772
O 6.7981 0.4401 -0.8381 -1.0120 -0.8517 1.4015
H 5.3429 -0.1075 -3.5192 0.3317 0.6787 -0.5822
H 4.8501 1.6837 -3.1123 0.0799 -0.3567 -0.9823
H 4.5177 0.3467 -2.1466 0.1389 0.0632 0.6351
H 6.8115 2.1086 -1.9701 -0.7710 0.3985 -0.1236
H 7.4437 0.7005 -2.6533 -0.0892 0.0018 -0.8926
H 7.6733 0.6824 -0.5269 -0.0376 -0.0035 -0.0223
C -0.2150 3.9482 -1.8487 1.0520 -1.8703 0.3492
C 0.1876 4.7351 -3.0521 0.6838 -0.4147 0.7801
O -0.9654 5.1680 -3.6101 -1.6427 2.5759 -1.5177
H -0.8439 4.3828 -1.0718 0.2536 0.5769 -0.2816
H 0.6686 3.4729 -1.4227 0.0838 0.0916 0.5490
H -0.7598 3.0872 -2.2358 -0.2781 0.1296 0.0722
H 0.7756 4.1360 -3.7474 0.0953 -0.5941 -0.0890
H 0.8733 5.5537 -2.8334 -0.3516 0.4804 0.1908
H -1.4632 4.4855 -4.0661 0.1450 -0.6783 0.0199
C 1.7104 -4.3493 -1.7266 -0.8457 1.5988 -1.0445
C 2.8380 -4.0636 -0.7826 0.1628 -1.3352 1.5497
O 2.8921 -2.7687 -0.1783 -0.0337 -0.0076 -0.9968
H 1.4925 -3.4116 -2.2378 0.8518 0.3110 -0.8724
H 0.6571 -4.4381 -1.4604 0.2316 -1.0685 1.3012
H 1.9988 -5.1009 -2.4614 -0.1925 0.0343 0.1049
H 3.7696 -4.3317 -1.2810 0.1318 0.5145 -0.3841
H 2.8542 -4.7321 0.0782 -0.3812 -0.6101 -0.0012
H 3.8262 -2.7138 0.0364 0.0326 0.6368 0.2942
C -3.4152 1.7454 3.9770 0.0572 1.4702 -0.5439
C -2.8836 0.4811 4.5230 -0.0381 -0.1136 -0.1495
O -3.9574 -0.4202 4.3791 -0.2949 -0.9835 0.3004
H -2.7857 2.6012 4.2206 0.1497 0.0130 -0.0177
H -4.3950 1.9480 4.4095 -0.0322 -0.0904 0.0160
H -3.5213 1.7097 2.8927 -0.0769 -0.0583 -0.0249
H -2.5928 0.6522 5.5595 0.0856 -0.3812 0.2409
H -2.0492 0.0771 3.9497 0.4386 0.3155 0.0488
H -3.5916 -1.3061 4.4339 -0.2304 -0.1821 0.0728
C -1.7486 4.1692 -6.8386 0.2208 0.4986 -0.2828
C -1.0993 2.9480 -6.1546 -1.0129 0.5162 -1.1562
O -1.8368 2.8308 -4.9396 0.1247 0.6099 -0.1893
H -2.8226 3.9897 -6.8878 -0.0303 0.2416 0.4078
H -1.4980 4.4687 -7.8562 0.5939 -1.0075 -0.3697
H -1.4927 5.1159 -6.3627 -0.4184 -0.1763 0.8091
H -0.0164 3.0350 -6.0664 0.0482 0.1806 0.5471
H -1.2777 2.0998 -6.8154 -0.0483 -0.3529 0.1607
H -1.7208 1.9999 -4.4730 0.6667 -0.6418 0.0318
C -2.2353 -3.7034 -2.3464 0.9319 1.1398 -1.3636
C -2.9205 -4.9512 -2.0021 -0.2878 -2.1069 -0.0185
O -3.4078 -5.7149 -3.1643 0.2701 0.9974 0.9526
H -2.8935 -3.0735 -2.9449 -0.0622 0.4218 0.4057
H -1.3796 -3.8589 -3.0034 0.0821 -0.4462 -0.2270
H -1.7668 -3.1919 -1.5056 -0.6224 0.1817 0.3032
H -3.7504 -4.7698 -1.3191 -0.2103 -0.1028 -0.2167
H -2.2269 -5.6203 -1.4929 0.0111 0.0042 0.3702
H -2.7233 -6.3663 -3.3335 -0.0868 -0.0361 -0.1904
C 1.6324 1.9327 4.1360 -0.3218 -0.0970 -0.0800
C 1.3401 3.3816 3.7400 -0.1028 0.2403 1.0047
O 0.6975 4.0240 4.8322 -0.4487 -0.1924 1.0576
H 0.7941 1.4382 4.6269 -0.5316 0.2541 -0.3072
H 2.4062 1.7921 4.8907 0.4056 0.4676 -0.3120
H 1.8650 1.3532 3.2426 0.2351 -0.0702 0.0669
H 0.6573 3.4745 2.8954 0.3718 -0.3270 -0.4061
H 2.2642 3.9424 3.5999 0.2028 -0.2598 -0.7056
H 0.3252 4.8772 4.5978 0.1651 -0.0437 -0.2877
C -3.9921 -0.8998 0.3718 -0.2458 0.3331 -0.0059
C -4.7724 -0.4991 -0.9239 -0.5673 0.0251 3.1456
O -3.9198 -0.1827 -1.9218 1.9867 -0.3330 -2.7805
H -3.7711 -1.9657 0.4278 -0.3232 -0.1132 -0.1181
H -4.5002 -0.5852 1.2833 -0.4913 -0.3121 -0.0662
H -3.0193 -0.4331 0.5265 0.1002 0.4313 -0.7685
H -5.3368 0.4274 -0.8188 -0.7271 -0.2314 1.0395
H -5.4374 -1.3172 -1.2007 -0.1830 -0.0918 0.0937
H -4.4568 -0.3086 -2.7075 0.4605 0.2788 -0.5636
C 1.4190 0.5299 -3.2065 -0.2326 -1.3434 0.8873
C 0.1634 -0.2063 -2.6563 -0.5291 0.2656 0.2992
C 0.0454 -0.2958 -1.1241 0.0161 1.6605 1.1384
O -0.1213 1.1383 -0.5652 1.8010 -2.5501 -1.2739
C -0.2094 1.2164 0.8430 -1.2689 0.1335 -0.2912
N -1.0376 0.5033 -3.0753 0.0032 1.2637 -0.8408
H 2.2597 0.1029 -2.6596 0.2506 0.2666 0.1662
H 1.3967 1.6098 -3.0601 -0.1211 -0.1160 -0.1576
H 1.5979 0.2105 -4.2331 -0.2985 0.5020 -0.1639
H 0.1494 -1.2067 -3.0887 0.0915 -0.2281 0.2283
H 0.8556 -0.8330 -0.6311 0.4278 0.3793 0.0654
H -0.8760 -0.7830 -0.8051 -0.1975 -0.2509 -0.4063
H 0.3400 2.0666 1.2472 0.1544 0.0047 -0.3139
H 0.0575 0.3314 1.4206 0.2474 -0.2552 -0.3297
H -1.2774 1.3900 0.9745 -0.1550 0.1262 0.8915
H -1.9414 0.0931 -2.8884 0.1861 -0.8075 0.3022
H -0.9926 1.2598 -2.4076 -0.5856 0.6870 -0.1771
C 1.4744 -1.4605 6.9417 0.0651 -0.1898 -1.5661
C 0.2462 -1.7638 6.0210 0.8583 0.6113 1.2978
C 0.6869 -2.2450 4.6426 -0.2006 -1.3409 -0.0886
O 1.9322 -1.8366 4.1121 -1.0381 0.9187 0.6041
C 1.9843 -2.0362 2.7182 1.1523 0.4031 0.4001
N -0.6500 -2.7204 6.7008 -0.1224 0.1426 -0.2526
H 2.1559 -2.3033 6.8256 -0.0617 -0.3772 0.7524
H 1.2638 -1.1651 7.9695 -0.2368 -0.3914 -0.1756
H 2.0830 -0.6863 6.4744 -0.2500 0.3893 -0.0101
H -0.3026 -0.8312 5.8907 -0.2048 0.0189 0.1513
H -0.1491 -2.0818 3.9624 -0.0234 0.4450 -0.4580
H 0.7325 -3.3321 4.7082 0.0439 -0.4980 0.1088
H 1.7573 -3.0753 2.4796 0.0470 -0.0112 -0.3208
H 3.0162 -1.7603 2.5010 0.0504 -0.4954 -0.4479
H 1.3909 -1.3324 2.1344 -0.5426 -0.0975 0.1332
H -1.5318 -2.8701 6.2316 -0.2568 0.5405 -0.2495
H -0.2907 -3.6639 6.7320 0.7196 -0.0248 0.1303